Density functional theory data (wB97M-V/def2-TZVPD) for a molecular structure, C18H24NO3.

XYZ file:
```
46
Properties=species:S:1:pos:R:3:nbo_charge:R:1
C -0.47222 0.24686 -3.03943 -0.674
C 0.23863 1.21111 -2.34311 -0.069
N 0.86118 0.59480 -1.20531 -0.761
H 0.94747 1.38846 -0.35836 0.534
H -0.13783 0.07749 -0.68484 0.524
C 2.04343 -0.02799 -1.09383 -0.106
C 3.30471 0.89678 -1.11850 -0.480
H 4.10114 0.28810 -1.54316 0.250
H 3.14480 1.55509 -2.28651 0.172
H 3.34343 1.41838 -0.42904 0.159
H 2.13964 -0.66271 -2.17031 0.227
C 2.10583 -0.75987 -0.00759 0.082
C 0.73176 -1.87943 0.16855 -0.012
C 1.12540 -3.09474 -0.56012 -0.186
C -0.15086 -3.90370 -0.65321 -0.249
C -1.19384 -3.51430 0.12561 0.232
C -1.43724 -2.39566 0.80019 -0.145
C -0.24957 -1.47018 0.81365 -0.266
H -0.32268 -0.64662 1.13383 0.193
H -2.17795 -2.04817 1.17326 0.194
O -2.42034 -4.28738 -0.08407 -0.668
H -1.99272 -5.07971 -0.41061 0.467
H 0.16309 -4.87486 -1.11177 0.253
H 2.13276 -3.33225 -0.87467 0.238
H 3.00307 -1.38778 -0.13994 0.188
O 2.05268 -0.00866 1.11237 -0.763
H 2.03783 -0.39885 2.12522 0.538
H 1.15698 1.74786 -3.06881 0.235
C -0.61781 2.58120 -1.76430 -0.110
O -1.51304 2.06569 -0.78009 -0.478
C -1.13078 2.26237 0.35918 0.386
C -2.17183 1.73113 1.31853 -0.286
C -1.75616 1.69678 2.71639 -0.126
C -0.74257 2.33306 3.28182 -0.297
C 0.19840 2.92091 2.36096 -0.064
C 0.15569 2.84094 0.81741 -0.440
H 0.56076 3.37084 0.15606 0.190
H 1.34292 3.34808 2.82757 0.228
H -0.38574 2.37321 4.24411 0.235
H -2.33998 1.40308 3.42519 0.202
H -2.90423 1.12020 1.14846 0.210
H 0.13228 3.51906 -1.46581 0.240
H -1.32402 2.88248 -2.65264 0.243
H -1.48913 0.03531 -2.39413 0.235
H -0.87330 0.83454 -4.11207 0.261
H 0.01894 -0.72825 -3.28786 0.262
```

Summary:
M: 302.39 g/mol
Total charge: +1
Max |F|: 19.059 eV Å⁻¹
LUMO level: -2.8 eV
Frontier orbital gap: 8.68 eV